No. 1
{
  "formula": "C32H43F5IrN5SSbSi3",
  "method": "ωB97M-V with the def2-TZVPD basis set",
  "symbols": ["Ir", "C", "Sb", "C", "C", "C", "C", "C", "C", "N", "Si", "C", "C", "C", "C", "C", "C", "C", "C", "C", "N", "Si", "C", "C", "C", "Si", "C", "C", "C", "H", "H", "H", "H", "H", "H", "H", "H", "H", "H", "H", "H", "H", "H", "H", "H", "H", "H", "H", "H", "H", "H", "H", "H", "H", "H", "H", "H", "H", "H", "H", "H", "H", "H", "H", "H", "H", "H", "F", "C", "C", "F", "C", "F", "C", "S", "C", "F", "C", "F", "N", "C", "C", "N", "C", "C", "N", "H", "H", "H", "H", "H"],
  "positions_angstrom": [[0.030, 0.551, 0.196], [-3.346, 3.361, 0.068], [-1.596, 2.986, -1.075], [-0.151, 2.570, 0.375], [1.174, 2.825, -0.279], [1.793, 3.980, -0.724], [3.065, 3.862, -1.259], [3.671, 2.611, -1.341], [2.973, 1.500, -0.917], [1.743, 1.630, -0.407], [-0.127, 3.399, 2.125], [-0.368, 5.216, 1.799], [1.538, 3.119, 2.878], [-1.433, 2.763, 3.288], [-2.008, 0.591, -2.907], [-0.590, 0.141, -2.972], [-0.039, 0.014, -4.251], [1.208, -0.547, -4.452], [1.918, -0.998, -3.354], [1.354, -0.814, -2.114], [0.157, -0.236, -1.904], [-3.300, -0.788, -2.495], [-2.827, -1.877, -1.056], [-3.286, -1.882, -3.993], [-4.991, -0.088, -2.188], [-2.609, 1.953, -4.162], [-3.335, 1.075, -5.627], [-3.965, 3.015, -3.436], [-1.231, 3.078, -4.711], [-3.635, 4.392, -0.150], [-3.184, 3.244, 1.134], [-4.152, 2.709, -0.265], [1.299, 4.938, -0.638], [3.590, 4.742, -1.607], [4.669, 2.497, -1.738], [3.391, 0.506, -0.968], [0.568, 5.694, 1.503], [-0.696, 5.703, 2.720], [-1.119, 5.433, 1.033], [2.356, 3.424, 2.221], [1.699, 2.077, 3.159], [1.613, 3.715, 3.793], [-2.315, 2.331, 2.816], [-1.772, 3.595, 3.910], [-1.007, 2.014, 3.959], [-0.635, 0.310, -5.102], [1.611, -0.640, -5.452], [2.883, -1.473, -3.452], [1.868, -1.161, -1.225], [-2.521, -2.862, -1.416], [-3.675, -2.015, -0.382], [-2.002, -1.482, -0.479], [-2.275, -2.225, -4.226], [-3.693, -1.401, -4.879], [-3.900, -2.762, -3.783], [-5.017, 0.650, -1.384], [-5.638, -0.919, -1.895], [-5.433, 0.365, -3.077], [-4.291, 0.614, -5.371], [-2.691, 0.299, -6.044], [-3.525, 1.811, -6.412], [-4.659, 2.462, -2.808], [-4.544, 3.436, -4.263], [-3.589, 3.863, -2.863], [-0.312, 2.562, -4.988], [-0.974, 3.815, -3.952], [-1.571, 3.628, -5.594], [2.684, -6.001, 0.935], [2.444, -4.700, 1.095], [1.282, -4.145, 0.584], [0.408, -4.911, -0.071], [1.041, -2.798, 0.769], [-0.110, -2.281, 0.265], [1.926, -1.965, 1.438], [1.661, -0.263, 1.730], [3.088, -2.550, 1.930], [3.974, -1.791, 2.588], [3.350, -3.902, 1.770], [4.461, -4.435, 2.259], [-2.483, -1.307, 4.535], [-2.631, -0.743, 3.322], [-1.511, -0.457, 2.513], [-1.660, 0.127, 1.333], [-2.909, 0.411, 0.912], [-3.983, 0.113, 1.718], [-3.862, -0.450, 2.915], [-1.588, -1.580, 4.899], [-3.309, -1.495, 5.079], [-0.503, -0.677, 2.837], [-3.025, 0.835, -0.067], [-4.991, 0.336, 1.387]],
  "mulliken_charge": [1.0749, -1.4272, 0.9389, 1.4332, -1.7049, -0.6630, -0.8085, -1.3050, -0.2450, 1.1968, 0.4989, -1.1644, -1.1495, -1.0146, 1.4238, 0.0781, -0.7486, -1.0909, -1.0349, -0.7535, 0.1635, -0.0298, -0.6190, -1.2149, -1.0652, 0.0842, -1.2071, -1.1727, -1.0003, 0.5993, 0.4111, 0.3738, 0.5719, 0.5261, 0.5243, 0.5556, 0.3224, 0.4483, 0.2949, 0.3039, 0.2388, 0.4768, 0.1230, 0.5862, 0.2653, 0.3404, 0.5129, 0.5598, 0.6476, 0.5652, 0.4296, -0.4020, 0.3594, 0.3737, 0.4496, 0.2473, 0.4808, 0.3674, 0.3177, 0.3880, 0.4220, 0.3906, 0.5150, 0.3056, 0.3763, 0.2813, 0.4604, -0.2665, 0.6728, -0.5506, -0.2749, -1.0111, 0.0669, 1.1370, -0.3271, 0.3215, -0.2945, 0.1328, -0.2582, -0.4144, 0.1967, -0.5366, 1.3549, 0.3312, -0.6562, -0.6332, 0.1932, 0.2731, 0.2533, -0.6721, 0.4783],
  "total_energy_ev": -98750.1713,
  "charge": 2,
  "gap_ev": [5.39, 5.73],
  "spin_multiplicity": 2,
  "e_homo_ha": [-0.4934, -0.4897],
  "de_lowest_kcal_mol": 10.0
}

---

No. 2
{
  "formula": "C32H43InN3O",
  "method": "ωB97M-V with the def2-TZVPD basis set",
  "symbols": ["In", "N", "N", "C", "C", "C", "C", "H", "H", "H", "C", "C", "H", "H", "H", "C", "C", "H", "H", "H", "C", "H", "H", "H", "C", "H", "H", "H", "C", "H", "C", "H", "C", "H", "C", "H", "C", "C", "H", "C", "C", "H", "C", "H", "N", "C", "C", "C", "H", "C", "C", "H", "H", "H", "C", "H", "C", "C", "H", "H", "H", "C", "H", "H", "H", "C", "C", "O", "C", "C", "H", "H", "H", "H", "H", "H", "H", "H", "H", "H"],
  "positions_angstrom": [[-0.437, 0.379, 0.421], [-1.401, -4.093, 3.344], [-3.502, 0.745, 0.125], [1.884, -1.012, -1.711], [1.180, -2.246, -1.828], [1.379, -2.985, -0.618], [0.839, -4.299, -0.246], [0.305, -4.760, -1.090], [0.096, -4.229, 0.661], [1.636, -4.976, 0.103], [2.201, -2.195, 0.241], [2.537, -2.556, 1.623], [3.326, -3.331, 1.645], [1.643, -2.932, 2.138], [2.926, -1.671, 2.157], [2.541, -0.994, -0.441], [3.431, 0.050, 0.093], [3.141, 0.358, 1.110], [3.440, 0.941, -0.548], [4.467, -0.323, 0.143], [0.397, -2.683, -3.006], [1.059, -3.130, -3.764], [-0.113, -1.834, -3.484], [-0.351, -3.430, -2.723], [1.979, 0.034, -2.753], [2.470, 0.938, -2.378], [0.991, 0.331, -3.136], [2.569, -0.330, -3.611], [-1.700, -3.851, 4.593], [-1.395, -4.596, 5.356], [-2.411, -2.722, 5.055], [-2.681, -2.641, 6.093], [-2.811, -1.817, 4.066], [-3.461, -0.986, 4.320], [-2.396, -1.963, 2.750], [-2.538, -1.199, 1.976], [-1.457, -3.038, 2.444], [-0.443, -2.985, 1.461], [-0.748, -2.388, 0.559], [-2.395, 1.291, -0.357], [-4.243, 0.331, -0.989], [-4.942, -0.524, -0.949], [-3.815, 1.090, -2.049], [-4.288, 1.265, -2.984], [-2.543, 1.560, -1.735], [-1.621, 2.197, -2.608], [-1.578, 1.834, -3.967], [-0.748, 2.558, -4.819], [-0.683, 2.289, -5.879], [0.055, 3.606, -4.359], [0.855, 4.461, -5.300], [1.842, 4.713, -4.895], [0.341, 5.410, -5.499], [0.996, 3.961, -6.261], [0.076, 3.856, -2.987], [0.769, 4.597, -2.581], [-0.769, 3.191, -2.099], [-0.712, 3.489, -0.640], [-1.620, 3.175, -0.092], [-0.549, 4.568, -0.485], [0.155, 2.971, -0.187], [-2.255, 0.606, -4.469], [-3.335, 0.597, -4.313], [-1.832, -0.291, -3.994], [-2.103, 0.518, -5.555], [1.714, -0.561, 4.617], [0.597, -0.200, 3.657], [1.011, 0.746, 2.658], [0.741, 2.122, 2.948], [1.288, 2.620, 4.275], [1.316, -1.301, 5.318], [2.560, -1.014, 4.092], [2.064, 0.303, 5.193], [0.252, -1.094, 3.107], [-0.278, 0.193, 4.202], [1.184, 2.685, 2.114], [-0.353, 2.273, 2.907], [0.748, 2.198, 5.130], [2.360, 2.426, 4.385], [1.144, 3.705, 4.309]],
  "mulliken_charge": [0.7001, -0.6676, -0.5566, 0.8501, 0.6382, -0.2709, -0.9480, 0.3487, -0.0057, 0.3145, 1.0657, -1.5108, 0.3896, 0.3801, -0.0123, 0.4305, -1.0497, 0.1003, 0.2872, 0.2610, -1.4262, 0.2554, 0.1491, 0.3678, -1.2894, 0.2324, -0.0254, 0.3071, -0.1873, 0.3208, -0.6580, 0.3832, -0.3082, 0.4417, -0.7153, 0.6489, 0.1833, -0.2089, 0.1017, -0.4016, -1.2412, 0.3252, -0.2432, 0.7953, 0.2778, 0.4467, 0.5858, -1.1191, 0.2330, 0.8023, -1.5213, 0.3585, 0.2904, 0.3678, -0.8352, 0.3664, 1.8476, -2.0857, 0.5128, 0.5825, 0.0263, -1.4402, 0.3223, 0.1700, 0.3882, -1.4266, 0.6013, -0.2830, 0.0008, -1.5712, 0.4221, 0.2101, 0.3816, -0.5263, 0.4644, 0.1457, 0.3546, 0.3406, 0.3047, 0.4522],
  "total_energy_ev": -45566.5233,
  "charge": -1,
  "gap_ev": [5.12, 5.87],
  "e_homo_ha": [-0.1135, -0.1271],
  "de_lowest_kcal_mol": 62.4
}